(1)
{
  "formula": "C25H35GeInN4O6SSe",
  "method": "ωB97M-V/def2-TZVPD",
  "multiplicity": 2,
  "total_charge": 1,
  "s_squared": 0.753,
  "lumo_energy_ev": [-2.094, -3.501],
  "total_energy_ev": -182603.67857,
  "de_lowest_kj_mol": 0.00,
  "e_homo_ev": [-9.601, -10.593],
  "elements": ["In", "Se", "Ge", "S", "O", "O", "O", "O", "O", "O", "N", "N", "N", "N", "C", "C", "C", "C", "C", "C", "C", "C", "C", "C", "C", "C", "C", "C", "C", "C", "C", "C", "C", "C", "C", "C", "C", "C", "C", "H", "H", "H", "H", "H", "H", "H", "H", "H", "H", "H", "H", "H", "H", "H", "H", "H", "H", "H", "H", "H", "H", "H", "H", "H", "H", "H", "H", "H", "H", "H", "H", "H", "H", "H"],
  "positions_angstrom": [[0.6394, 0.7577, -0.3060], [0.4254, -2.4066, 0.7642], [1.1303, -3.2262, -2.2206], [-1.1948, 1.7907, 1.5035], [-0.6938, -3.3701, 1.3550], [1.8663, 2.1095, 1.1517], [0.1850, -0.8166, 1.1752], [0.1688, -2.2813, -0.9423], [3.2964, 2.3792, 2.7903], [1.9807, -2.8066, 0.9542], [-1.5213, 0.2133, -1.2491], [-0.4137, 2.8951, -1.2722], [3.5066, 0.5524, 1.4157], [3.0307, -0.2037, 0.3386], [-2.7168, 1.0609, 0.8173], [2.0520, -3.2974, -6.7697], [-1.7118, 2.6135, -1.8972], [5.2141, -0.8390, -2.4759], [-1.9242, -2.3483, -5.7538], [1.1188, -2.9896, -7.7835], [1.6805, -3.2658, -5.4570], [-1.3898, -2.6364, -3.4287], [3.9632, -2.7544, -1.7329], [0.3553, -2.9292, -5.0754], [4.4185, 1.9203, 3.5578], [1.2902, -5.0511, -1.6058], [2.8523, 1.6818, 1.7586], [-0.0696, -2.8958, -3.7133], [-2.5374, -0.0439, -0.2246], [5.1599, -2.0512, -1.7994], [4.0741, -0.3351, -3.0926], [2.8842, -1.0465, -3.0303], [-0.5813, -2.6401, -6.0994], [-1.3146, 3.5244, 0.9700], [2.8121, -2.2583, -2.3433], [-2.3245, -2.3603, -4.4503], [-0.1651, -2.6710, -7.4533], [-1.8482, 1.1531, -2.3225], [-0.4353, 3.9161, -0.2201], [-1.7372, -2.6657, -2.4023], [6.1476, -0.2946, -2.5379], [-2.6321, -2.1381, -6.5464], [-3.3259, 1.8817, 0.4419], [4.2853, 0.2078, 1.9513], [-1.2394, -0.6775, -1.6491], [4.1192, 0.6019, -3.6327], [-2.3681, 3.7374, 0.7925], [2.0043, -0.6571, -3.5330], [-1.8840, 3.2495, -2.7696], [-3.5158, -0.2236, -0.6863], [-2.2439, -0.9614, 0.2823], [0.5906, 4.0428, 0.1221], [-0.8927, -2.4472, -8.2240], [-2.8635, 0.9883, -2.6989], [1.7847, -5.6461, -2.3738], [-2.4935, 2.8639, -1.1833], [6.0501, -2.4495, -1.3298], [-1.0193, 4.1262, 1.8282], [3.9276, -3.6877, -1.1830], [-3.2597, 0.6335, 1.6591], [5.3184, 1.8770, 2.9431], [3.0655, -3.5644, -7.0383], [-0.7875, 4.8837, -0.5954], [1.4252, -3.0172, -8.8205], [0.3005, -5.4674, -1.4238], [4.2042, 0.9530, 4.0137], [4.5544, 2.6594, 4.3390], [-3.3594, -2.1713, -4.1936], [-1.1630, 0.9420, -3.1472], [3.6918, -0.1849, -0.4338], [1.8669, -5.0905, -0.6825], [2.8492, -1.1735, 0.6261], [2.4123, -3.5083, -4.6956], [0.2628, 3.1616, -1.9782]],
  "forces_ev_per_angstrom": [[0.0, 0.0, -0.1], [0.0, 0.0, 0.0], [0.0, 0.0, 0.1], [0.1, 0.0, 0.0], [0.0, 0.0, 0.0], [0.0, 0.0, 0.0], [0.0, 0.0, 0.0], [0.0, 0.0, 0.0], [0.0, 0.0, 0.0], [-0.1, 0.0, -0.1], [0.1, 0.0, 0.0], [0.0, 0.0, 0.0], [-0.1, 0.1, -0.1], [0.0, 0.0, 0.0], [-0.1, 0.1, 0.0], [0.0, 0.0, 0.0], [0.0, 0.0, 0.0], [0.0, 0.0, 0.0], [0.0, 0.0, 0.0], [0.0, 0.0, 0.0], [0.0, 0.0, 0.0], [0.0, 0.0, 0.0], [0.0, 0.0, 0.1], [0.0, 0.0, 0.0], [0.0, 0.0, 0.0], [0.0, 0.1, 0.0], [0.0, -0.1, 0.0], [-0.1, 0.0, 0.0], [0.0, 0.0, -0.1], [0.0, 0.0, 0.0], [0.0, 0.0, 0.0], [-0.1, 0.0, 0.0], [0.0, 0.0, 0.0], [0.0, 0.0, 0.0], [0.0, -0.1, 0.0], [0.0, 0.0, 0.0], [0.0, 0.0, 0.0], [0.0, -0.1, 0.0], [0.0, 0.0, 0.0], [0.0, 0.0, 0.0], [0.0, 0.0, 0.0], [0.0, 0.0, 0.0], [0.0, 0.0, 0.0], [0.0, 0.0, 0.0], [-0.1, 0.0, 0.0], [0.0, 0.0, 0.0], [0.0, 0.0, 0.0], [0.0, 0.0, 0.0], [0.0, 0.0, 0.0], [0.0, 0.0, 0.0], [0.0, 0.0, 0.0], [0.0, 0.0, 0.0], [0.0, 0.0, 0.0], [0.0, 0.0, 0.0], [0.0, 0.0, 0.0], [0.0, 0.0, 0.0], [0.0, 0.0, 0.0], [0.0, 0.0, 0.0], [0.0, 0.0, 0.0], [0.0, 0.0, 0.0], [0.0, 0.0, 0.0], [0.0, 0.0, 0.0], [0.0, 0.0, 0.0], [0.0, 0.0, 0.0], [0.0, 0.0, 0.0], [0.0, 0.0, 0.0], [0.0, 0.0, 0.0], [0.0, 0.0, 0.0], [0.0, 0.0, 0.0], [0.0, 0.0, 0.0], [0.0, 0.0, 0.0], [0.0, 0.0, 0.0], [0.0, 0.0, 0.0], [0.0, 0.0, 0.0]]
}



(2)
{
  "formula": "C25H35N3O4",
  "method": "ωB97M-V/def2-TZVPD",
  "multiplicity": 1,
  "total_charge": 0,
  "lumo_energy_ev": 0.803,
  "total_energy_ev": -39152.50702,
  "de_lowest_kj_mol": 229.15,
  "e_homo_ev": -8.041,
  "elements": ["O", "O", "O", "O", "N", "N", "N", "C", "C", "C", "C", "C", "C", "C", "C", "C", "C", "C", "C", "C", "C", "C", "C", "C", "C", "C", "C", "C", "C", "C", "C", "C", "H", "H", "H", "H", "H", "H", "H", "H", "H", "H", "H", "H", "H", "H", "H", "H", "H", "H", "H", "H", "H", "H", "H", "H", "H", "H", "H", "H", "H", "H", "H", "H", "H", "H", "H"],
  "positions_angstrom": [[-0.4328, 6.5052, 1.9825], [2.1240, -1.6164, -2.5065], [-0.6928, -0.9195, 0.1155], [1.5369, 5.1659, 0.4104], [0.8065, 1.4095, -0.9928], [0.2688, -0.4581, -2.9779], [0.5740, -2.7797, 0.1218], [-0.5995, -3.6299, -2.5208], [1.6665, -0.5778, 0.1569], [0.3925, 4.5646, 0.8699], [1.4536, -4.9203, 0.5659], [-1.7032, 4.4345, 2.0526], [1.7043, 0.2888, -1.1296], [-0.7874, -3.7760, 2.5328], [1.5782, 6.5598, 0.2021], [-1.4290, 7.1430, 2.7391], [-1.0735, -4.7488, 3.3785], [1.3472, 2.5349, -0.2593], [1.3859, -0.6731, -2.2704], [-1.3835, -3.4126, -1.2667], [-1.4945, -3.5476, 1.2387], [-0.6701, 0.5984, -2.6879], [-0.6049, 5.1813, 1.6472], [-1.0729, -4.2379, -3.5938], [1.8371, -3.4940, 0.1831], [-0.5691, -3.6965, 0.0101], [-0.8282, 2.4780, 0.9844], [0.0706, -5.0925, -0.0490], [-1.8145, 3.0940, 1.7251], [0.2674, 3.2096, 0.5499], [0.4130, -1.4436, 0.1347], [0.1250, 1.7994, -2.1999], [-1.8920, -2.5302, 1.2283], [-2.0731, -4.6404, -3.6256], [0.6961, 6.9129, -0.3376], [2.3319, -3.4587, -0.7944], [-0.4839, -4.3591, -4.4874], [1.6690, 7.1096, 1.1407], [-0.0010, -3.0682, 2.7615], [0.0147, -1.1711, -3.6471], [-2.3236, -4.2496, 1.1363], [-0.5461, -4.8735, 4.3093], [2.4670, 6.7320, -0.4064], [1.8198, 3.2719, -0.9280], [2.7493, 0.6163, -1.2883], [-0.5276, -5.8259, 0.4883], [0.1596, -5.4091, -1.0889], [-0.5492, 2.6224, -1.9565], [2.5011, -3.0592, 0.9329], [-1.5497, 6.6789, 3.7235], [-2.2711, -4.0482, -1.2680], [-2.4793, 4.8940, 2.6433], [-1.7124, -2.3710, -1.2246], [-1.8592, -5.4601, 3.1802], [-2.3926, 7.1498, 2.2187], [1.6003, 0.0842, 1.0211], [-1.0839, 8.1685, 2.8669], [2.1240, 2.1830, 0.4252], [-1.2332, 0.8334, -3.5933], [2.5786, -1.1629, 0.2060], [0.4098, -3.2410, -2.5193], [-1.3586, 0.2881, -1.8936], [-0.8941, 1.4339, 0.7214], [2.1707, -5.6476, 0.1907], [0.8216, 2.1331, -2.9933], [1.3958, -5.0137, 1.6507], [-2.6745, 2.5354, 2.0610]],
  "forces_ev_per_angstrom": [[0.3, -0.4, -0.2], [0.3, -0.2, 0.2], [-0.3, 0.2, 0.1], [-0.2, -0.4, 0.4], [0.1, 0.1, -0.1], [-0.3, -0.1, -0.3], [-0.1, -0.2, 0.0], [-0.1, 0.1, 0.2], [0.0, 0.0, -0.2], [0.0, -0.1, -0.1], [0.0, 0.1, 0.0], [0.0, 0.2, 0.1], [0.2, -0.1, 0.3], [-0.2, 0.1, -0.2], [0.2, 0.5, -0.1], [-0.2, 0.1, 0.1], [0.0, -0.1, 0.2], [0.0, 0.1, -0.1], [0.1, 0.2, -0.3], [0.0, 0.1, 0.1], [0.1, 0.1, -0.1], [-0.2, 0.5, 0.2], [0.0, 0.2, 0.0], [0.0, -0.1, -0.2], [0.6, -0.2, 0.0], [-0.8, -0.1, 0.0], [-0.1, 0.1, 0.1], [0.1, 0.1, 0.0], [0.0, 0.0, 0.0], [0.1, 0.3, 0.1], [0.4, 0.1, 0.3], [-0.2, -0.2, -0.1], [-0.1, -0.1, 0.0], [-0.2, -0.1, 0.1], [0.0, 0.0, 0.0], [0.0, 0.0, 0.1], [0.2, 0.0, -0.2], [0.0, -0.1, -0.1], [0.1, 0.1, 0.1], [0.1, 0.0, 0.1], [0.0, 0.0, 0.0], [0.1, 0.0, 0.2], [-0.1, 0.0, 0.0], [0.0, -0.1, 0.1], [-0.2, -0.1, -0.1], [-0.1, 0.0, 0.0], [0.0, -0.1, 0.0], [0.0, 0.0, -0.1], [0.0, 0.0, -0.1], [0.0, 0.0, 0.0], [0.0, 0.0, 0.0], [0.0, 0.1, 0.0], [-0.1, -0.1, 0.0], [-0.2, -0.1, -0.1], [0.0, 0.0, 0.0], [0.0, 0.0, 0.0], [-0.1, -0.1, 0.0], [0.1, 0.0, -0.1], [0.1, 0.0, 0.0], [0.0, 0.0, 0.1], [0.2, 0.0, -0.1], [0.0, 0.1, -0.1], [0.0, -0.2, -0.1], [0.1, 0.0, 0.0], [-0.1, 0.0, 0.1], [0.0, 0.0, 0.0], [-0.1, -0.1, 0.0]]
}



(3)
{
  "formula": "C25H35N3O6S",
  "method": "ωB97M-V/def2-TZVPD",
  "multiplicity": 1,
  "total_charge": 0,
  "lumo_energy_ev": 0.227,
  "total_energy_ev": -54086.02620,
  "de_lowest_kj_mol": 23.90,
  "e_homo_ev": -9.007,
  "elements": ["S", "O", "O", "O", "O", "O", "O", "N", "N", "N", "C", "C", "C", "C", "C", "C", "C", "C", "C", "C", "C", "C", "C", "C", "C", "C", "C", "C", "C", "C", "C", "C", "C", "C", "C", "H", "H", "H", "H", "H", "H", "H", "H", "H", "H", "H", "H", "H", "H", "H", "H", "H", "H", "H", "H", "H", "H", "H", "H", "H", "H", "H", "H", "H", "H", "H", "H", "H", "H", "H"],
  "positions_angstrom": [[-1.7180, 0.3386, 0.1573], [-0.2884, 0.3471, 0.0130], [4.3225, -1.3461, 0.5558], [0.8439, -1.9478, 1.3843], [0.7753, -0.1797, 2.7663], [-2.4412, 1.5419, -0.1018], [-6.1194, -3.8338, -3.1133], [-2.0181, -0.1122, 1.7380], [-3.8826, -4.2475, -2.9331], [2.5110, -0.0886, 0.0451], [1.7891, 2.9729, 0.0439], [4.2266, 3.2603, -0.3920], [3.2221, 0.9641, -0.6553], [3.4620, 2.0079, 1.6192], [4.5299, 4.2550, 1.8772], [-2.3688, -0.9959, -0.8335], [3.1325, -1.1070, 0.6334], [-1.2838, -1.2847, 2.1459], [2.2637, -2.0374, 1.4993], [2.8438, 5.2185, 0.3130], [-5.2423, -5.8478, -4.0833], [0.2215, -1.0237, 2.1217], [-3.4142, -3.1414, -2.2322], [-3.7046, -0.9955, -1.1902], [-2.0634, -3.1220, -1.8725], [-4.2334, -2.0637, -1.8898], [3.1595, 2.2958, 0.1416], [3.4684, 3.3045, 2.4250], [2.6645, 1.0443, -2.0747], [4.2180, 4.5592, 0.4142], [-3.4065, -0.0657, 2.1279], [-1.5422, -2.0529, -1.1711], [2.0893, 3.9531, 2.3271], [1.7854, 4.2636, 0.8637], [-5.1648, -4.5367, -3.3343], [1.5848, 1.1679, -2.0430], [0.7968, 4.7305, 0.7870], [4.5396, 5.1811, 2.4573], [2.6987, 1.3470, 2.0326], [-1.5450, -1.5044, 3.1858], [1.5130, 0.0479, 0.1388], [-3.9650, -0.9481, 1.7915], [-1.4233, -3.9488, -2.1451], [-1.5131, -2.1626, 1.5236], [-4.3148, -0.1449, -0.9325], [2.8903, 0.1216, -2.6052], [-0.5008, -2.0197, -0.8921], [1.0094, 2.3024, 0.4074], [1.5642, 3.2177, -0.9956], [4.0370, 3.4893, -1.4426], [1.3343, 3.2717, 2.7243], [4.2697, 0.6420, -0.6902], [2.5169, -3.0700, 1.2503], [3.1054, 1.8708, -2.6234], [-3.8291, 0.8290, 1.6778], [2.5534, -1.8365, 2.5378], [-3.1738, -4.9310, -3.1635], [3.6905, 3.0739, 3.4732], [4.4283, 1.5045, 1.7037], [-3.4747, 0.0132, 3.2127], [-5.2721, -2.0742, -2.1742], [2.0630, 4.8725, 2.9178], [2.8376, 6.1520, 0.8810], [-6.2718, -6.0292, -4.3770], [5.2120, 2.7929, -0.3233], [5.5181, 3.7966, 1.9599], [2.6221, 5.4600, -0.7294], [4.9798, 5.2373, 0.0105], [-4.9023, -6.6652, -3.4506], [-4.6183, -5.8097, -4.9738]],
  "forces_ev_per_angstrom": [[-0.2, -0.1, 0.0], [-0.3, -0.3, -0.1], [0.3, -0.2, 0.2], [0.0, -0.2, -0.4], [0.0, 0.0, 0.0], [-0.3, -0.1, 0.0], [-0.2, 0.2, 0.0], [0.5, 0.4, -0.8], [0.4, -0.2, 0.0], [-0.3, 0.3, -0.2], [0.1, 0.1, 0.1], [-0.1, 0.1, 0.1], [0.2, 0.2, -0.1], [0.0, 0.2, 0.0], [-0.1, 0.0, 0.0], [0.3, 0.6, 0.4], [-0.6, -0.4, 0.2], [0.4, -0.2, -0.1], [0.7, 0.0, 0.2], [0.0, -0.1, 0.0], [-0.3, 0.1, 0.0], [-0.1, -0.1, 0.6], [0.1, 0.3, 0.2], [0.0, 0.0, 0.0], [-0.1, 0.1, 0.0], [-0.2, 0.0, 0.0], [0.1, -0.4, -0.2], [0.1, 0.0, 0.3], [0.2, 0.0, 0.2], [0.2, 0.2, -0.1], [-0.4, 0.1, 0.0], [0.1, -0.1, -0.1], [0.0, 0.0, 0.0], [-0.3, 0.2, 0.0], [0.1, -0.4, -0.2], [-0.1, 0.1, -0.1], [0.1, 0.0, 0.0], [0.0, 0.0, 0.0], [0.0, -0.1, 0.0], [0.0, 0.0, -0.1], [0.2, -0.2, 0.1], [0.0, 0.0, 0.0], [0.1, -0.1, 0.0], [0.0, 0.1, 0.2], [-0.2, 0.1, 0.0], [0.0, -0.1, -0.1], [0.1, -0.1, 0.0], [0.0, 0.0, 0.0], [-0.1, 0.0, -0.1], [0.0, 0.0, -0.1], [-0.1, 0.0, 0.1], [-0.2, 0.1, 0.0], [0.0, 0.2, 0.0], [0.0, 0.1, -0.1], [-0.2, 0.0, 0.2], [0.0, -0.1, -0.2], [-0.2, 0.1, 0.0], [0.0, 0.0, -0.1], [0.1, -0.1, 0.0], [0.0, 0.0, 0.0], [0.0, 0.0, 0.0], [0.0, 0.0, 0.0], [0.0, 0.1, 0.0], [0.0, 0.0, 0.0], [0.1, -0.1, 0.0], [0.1, 0.0, 0.0], [0.0, 0.1, -0.1], [-0.1, -0.1, 0.0], [0.1, -0.1, 0.0], [0.1, 0.0, -0.1]]
}